1.
Entry from OMol25: 8 unconnected molecules or ions with the total composition C53H56BFN9O22S at a distorted geometry (the ωB97M-V functional and the def2-TZVPD basis).

The calculation puts the HOMO-LUMO gap at 7.11 eV. The calculation puts the total energy at -4723.669626 hartree. The spin multiplicity is 1. For the LUMO energy, the calculation gives 1.11 eV. As for the total charge: -1.

Structure (XYZ):
```
143
C53H56BFN9O22S, DFT the ωB97M-V functional and the def2-TZVPD basis
C 2.699 2.843 -0.514
C 2.732 2.072 0.802
C 1.453 2.131 1.607
F 1.237 3.459 2.012
C 0.190 1.532 0.937
C -1.046 2.443 1.017
C -1.382 3.399 -0.119
C -0.814 3.250 -1.498
N -2.218 4.348 0.069
O 0.434 0.854 -0.242
B -0.607 -0.237 -0.397
O -1.856 0.189 -1.068
C 0.138 -1.390 -1.263
C -0.762 -2.493 -1.805
C -0.124 -3.336 -2.928
S 1.387 -4.056 -2.335
O 1.132 -4.640 -1.058
O 2.485 -3.139 -2.426
O 1.712 -5.260 -3.364
O -0.893 -0.581 1.035
C -0.148 0.267 1.819
O -0.774 0.614 3.072
N -0.307 -0.271 4.060
O 0.308 0.303 4.874
H 1.962 3.643 -0.471
H 3.662 3.272 -0.777
H 2.390 2.173 -1.311
H 3.492 2.501 1.459
H 2.981 1.022 0.663
H 1.635 1.568 2.520
H -1.926 1.818 1.160
H -0.959 3.049 1.916
H -1.521 3.721 -2.179
H -0.691 2.217 -1.797
H 0.131 3.781 -1.597
H -2.528 4.353 1.042
H -2.515 0.269 -0.381
H 0.927 -1.822 -0.644
H 0.655 -0.902 -2.098
H -1.018 -3.189 -1.006
H -1.671 -2.069 -2.220
H -0.760 -4.180 -3.199
H 0.083 -2.756 -3.827
H 1.425 -4.964 -4.238
H 0.790 -0.252 2.066
C 5.492 -2.246 -6.398
C 6.180 -1.047 -6.533
C 5.950 -0.011 -5.642
C 5.030 -0.198 -4.628
C 4.333 -1.381 -4.476
C 4.571 -2.410 -5.373
N 4.793 0.898 -3.672
O 5.427 1.924 -3.831
O 3.980 0.709 -2.802
H 5.679 -3.055 -7.092
H 6.898 -0.918 -7.331
H 6.476 0.927 -5.736
H 3.623 -1.512 -3.670
H 4.038 -3.345 -5.260
C 3.329 -1.996 8.056
C 4.380 -2.496 7.299
C 4.714 -1.900 6.095
C 3.987 -0.804 5.674
C 2.934 -0.292 6.409
C 2.606 -0.899 7.610
N 4.329 -0.167 4.390
O 5.216 -0.667 3.730
O 3.677 0.800 4.062
H 3.070 -2.467 8.996
H 4.938 -3.356 7.644
H 5.522 -2.284 5.491
H 2.375 0.557 6.045
H 1.782 -0.515 8.195
C 3.717 -6.605 0.697
C 3.693 -7.509 1.753
C 3.527 -7.058 3.051
C 3.384 -5.699 3.267
C 3.412 -4.783 2.231
C 3.581 -5.246 0.936
N 3.186 -5.217 4.642
O 3.183 -6.041 5.538
O 3.032 -4.026 4.813
H 3.837 -6.961 -0.318
H 3.799 -8.568 1.564
H 3.504 -7.750 3.879
H 3.299 -3.727 2.426
H 3.593 -4.543 0.116
C -2.807 7.555 -6.565
C -3.259 6.260 -6.354
C -2.423 5.317 -5.778
C -1.143 5.695 -5.420
C -0.672 6.977 -5.622
C -1.515 7.912 -6.202
N -0.260 4.698 -4.787
O -0.704 3.582 -4.648
O 0.842 5.065 -4.439
H -3.465 8.290 -7.010
H -4.266 5.983 -6.633
H -2.762 4.306 -5.603
H 0.333 7.241 -5.330
H -1.164 8.921 -6.365
C -0.133 -3.198 7.525
C -0.364 -3.700 8.800
C -1.185 -3.014 9.679
C -1.764 -1.830 9.259
C -1.542 -1.310 7.997
C -0.719 -2.004 7.125
N -2.648 -1.107 10.186
O -2.808 -1.574 11.296
O -3.169 -0.085 9.792
H 0.508 -3.736 6.840
H 0.096 -4.628 9.109
H -1.373 -3.393 10.672
H -2.003 -0.380 7.697
H -0.529 -1.611 6.139
C -4.759 1.402 -5.913
C -3.773 1.042 -6.825
C -3.012 -0.097 -6.617
C -3.268 -0.864 -5.497
C -4.241 -0.523 -4.577
C -4.989 0.622 -4.789
N -2.470 -2.070 -5.249
O -1.548 -2.320 -6.003
O -2.761 -2.731 -4.276
H -5.344 2.299 -6.071
H -3.589 1.655 -7.697
H -2.234 -0.380 -7.310
H -4.400 -1.132 -3.700
H -5.738 0.912 -4.070
C -6.635 2.450 1.665
C -5.895 1.743 0.726
C -5.880 2.154 -0.597
C -6.610 3.272 -0.953
C -7.354 3.989 -0.035
C -7.364 3.569 1.284
N -6.582 3.721 -2.353
O -5.950 3.046 -3.139
O -7.192 4.729 -2.644
H -6.637 2.130 2.698
H -5.322 0.877 1.024
H -5.299 1.618 -1.333
H -7.913 4.860 -0.343
H -7.938 4.118 2.018
```


2.
Entry from OMol25: 6 unconnected molecules or ions with the total composition C53H56ClF8N2O12S3 at a distorted geometry (the ωB97M-V functional and the def2-TZVPD basis).

The calculation puts the HOMO-LUMO gap at 4.12 eV. The calculation puts the total energy at -5518.646730 hartree. The spin multiplicity is 1. For the LUMO energy, the calculation gives -4.85 eV. As for the total charge: +1.

Structure (XYZ):
```
135
C53H56ClF8N2O12S3, DFT the ωB97M-V functional and the def2-TZVPD basis
C 1.804 6.643 -3.198
C 2.347 5.260 -3.372
C 2.354 4.622 -4.729
C 2.808 4.558 -2.262
C 1.840 4.124 -1.189
C 1.575 2.608 -1.313
C 1.042 2.034 0.002
C -0.446 2.287 0.228
C 1.438 0.543 0.187
C 2.837 0.545 0.794
C 3.587 -0.816 0.988
S 2.424 -2.218 1.013
N 4.360 -0.677 2.286
S 3.874 -0.893 3.963
O 4.793 -0.159 4.768
O 3.796 -2.295 4.202
C 2.154 -0.214 4.257
F 1.316 -0.592 3.300
F 1.798 -0.840 5.379
C 2.066 1.345 4.469
F 1.068 1.785 3.677
F 3.188 1.967 4.077
C 1.717 1.782 5.921
F 2.591 1.323 6.798
F 1.783 3.110 5.928
F 0.482 1.429 6.243
C 5.600 -0.382 2.111
C 5.963 -0.221 0.675
Cl 7.593 -0.737 0.249
C 5.925 1.350 0.550
C 7.164 2.048 1.157
C 6.766 3.471 1.607
N 6.923 3.599 3.064
C 4.793 -1.029 0.011
S 4.356 -0.319 -1.647
C 5.218 -2.479 -0.331
C 5.892 -3.323 0.765
C 5.013 -4.299 1.526
F 6.853 -4.088 0.084
H 1.278 6.714 -2.240
H 2.623 7.361 -3.214
H 1.102 6.916 -3.991
H 2.702 5.264 -5.542
H 2.941 3.704 -4.687
H 1.317 4.325 -4.904
H 3.865 4.341 -2.111
H 2.255 4.348 -0.192
H 0.911 4.694 -1.256
H 2.515 2.146 -1.619
H 0.830 2.510 -2.107
H 1.562 2.571 0.805
H -0.589 3.335 0.495
H -1.063 2.012 -0.626
H -0.770 1.734 1.109
H 0.696 0.098 0.843
H 1.449 0.065 -0.795
H 3.424 1.233 0.196
H 2.741 1.009 1.779
H 2.240 -2.275 -0.311
H 6.349 -0.242 2.884
H 5.091 1.705 1.151
H 5.853 1.639 -0.494
H 7.960 2.135 0.425
H 7.489 1.526 2.057
H 5.729 3.705 1.364
H 7.379 4.193 1.058
H 7.913 3.521 3.282
H 6.702 4.558 3.314
H 5.612 -0.078 -2.048
H 5.970 -2.364 -1.109
H 4.403 -3.028 -0.795
H 6.466 -2.717 1.471
H 4.137 -4.608 0.964
H 4.652 -3.825 2.441
H 5.622 -5.143 1.840
C -4.726 0.138 5.311
C -4.543 0.521 4.050
C -3.192 0.540 3.442
O -3.015 0.894 2.294
C -2.052 0.109 4.287
C -2.230 -0.276 5.546
C -3.585 -0.291 6.160
O -3.747 -0.641 7.306
H -5.703 0.119 5.777
H -5.361 0.838 3.415
H -1.079 0.127 3.815
H -1.413 -0.594 6.181
C -4.658 -3.823 -0.718
C -5.874 -3.318 -0.907
C -6.270 -2.014 -0.321
O -7.377 -1.554 -0.490
C -5.253 -1.290 0.485
C -4.038 -1.795 0.674
C -3.643 -3.099 0.086
O -2.529 -3.550 0.258
H -4.356 -4.776 -1.133
H -6.628 -3.833 -1.487
H -5.557 -0.339 0.903
H -3.284 -1.284 1.257
C -7.236 -5.425 -4.560
C -7.050 -5.027 -5.816
C -5.688 -4.954 -6.407
O -5.516 -4.590 -7.548
C -4.544 -5.344 -5.542
C -4.732 -5.742 -4.287
C -6.092 -5.812 -3.702
O -6.261 -6.176 -2.553
H -8.217 -5.485 -4.107
H -7.869 -4.739 -6.462
H -3.562 -5.285 -5.993
H -3.914 -6.030 -3.639
C -2.572 10.278 -3.003
C -1.341 9.858 -3.278
C -1.053 9.072 -4.503
O 0.071 8.686 -4.751
C -2.187 8.773 -5.411
C -3.419 9.193 -5.137
C -3.710 9.980 -3.911
O -4.830 10.363 -3.660
H -2.806 10.853 -2.116
H -0.497 10.065 -2.632
H -1.952 8.199 -6.298
H -4.262 8.987 -5.784
C -4.950 -9.263 1.539
C -5.180 -10.535 1.228
C -5.804 -10.911 -0.068
O -6.013 -12.070 -0.349
C -6.160 -9.811 -0.999
C -5.932 -8.537 -0.690
C -5.306 -8.166 0.605
O -5.090 -7.005 0.890
H -4.496 -8.967 2.477
H -4.928 -11.352 1.892
H -6.614 -10.109 -1.936
H -6.182 -7.712 -1.352
```


3.
Entry from OMol25: a molecular structure, C53H57BF3IKN8O2P at a distorted geometry (the ωB97M-V functional and the def2-TZVPD basis).

The calculation puts the HOMO-LUMO gap (alpha / beta) at 7.60 / 7.02 eV. The calculation puts the total energy at -4206.040709 hartree. The spin multiplicity is 2. For the LUMO energy (alpha / beta), the calculation gives 2.08 / 1.34 eV. As for the total charge: -1. The calculation puts the energy above the lowest of the compared OMol25 structures with the same formula, charge and spin at 0.00 kJ/mol.

Structure (XYZ):
```
127
C53H57BF3IKN8O2P, DFT the ωB97M-V functional and the def2-TZVPD basis
K -0.840 -1.088 -0.159
C -3.995 -3.580 -0.376
C -2.849 -3.564 -1.194
N -1.745 -3.768 -0.491
N -2.151 -3.915 0.790
C -3.494 -3.806 0.884
B -1.220 -4.196 1.978
N 0.260 -4.282 1.541
C 1.132 -5.267 1.846
C 2.369 -4.906 1.362
C 2.145 -3.654 0.767
N 0.877 -3.283 0.874
N -1.419 -3.075 3.023
C -1.150 -3.083 4.347
C -1.412 -1.827 4.843
C -1.834 -1.098 3.721
N -1.830 -1.842 2.625
N -1.611 -5.595 2.528
C -2.017 -6.623 1.749
C -2.095 -7.750 2.534
C -1.700 -7.301 3.807
N -1.403 -6.010 3.797
H -5.022 -3.428 -0.661
H -2.783 -3.391 -2.258
H -3.987 -3.890 1.840
H 0.813 -6.143 2.388
H 3.289 -5.464 1.425
H 2.846 -3.019 0.249
H -0.822 -3.987 4.829
H -1.313 -1.488 5.860
H -2.146 -0.068 3.666
H -2.218 -6.472 0.700
H -2.397 -8.739 2.236
H -1.624 -7.858 4.729
C 2.676 -1.093 -2.154
C 1.880 -1.042 -3.268
C 1.747 0.434 -3.630
C 2.485 1.124 -2.699
C 3.078 0.226 -1.783
C 4.052 0.604 -0.700
C 3.720 1.992 -0.148
C 4.032 -0.419 0.437
C 5.462 0.631 -1.317
C 1.111 1.212 -4.786
C -0.251 0.725 -5.292
C 2.110 1.234 -5.959
C 0.897 2.670 -4.337
C 1.340 -2.309 -3.922
C 1.800 -2.411 -5.386
C -0.192 -2.404 -3.784
C 1.905 -3.549 -3.217
H 2.973 -1.994 -1.641
H 2.583 2.197 -2.648
H 2.674 2.061 0.155
H 3.897 2.772 -0.892
H 4.344 2.213 0.722
H 3.022 -0.569 0.825
H 4.665 -0.077 1.260
H 4.412 -1.388 0.107
H 5.515 1.363 -2.125
H 5.726 -0.347 -1.725
H 6.199 0.900 -0.555
H -0.234 -0.277 -5.700
H -0.581 1.398 -6.088
H -1.003 0.759 -4.504
H 2.299 0.236 -6.357
H 3.064 1.652 -5.633
H 1.715 1.855 -6.769
H 0.378 2.713 -3.379
H 0.294 3.193 -5.082
H 1.844 3.206 -4.243
H 1.407 -1.626 -6.020
H 1.474 -3.368 -5.802
H 2.892 -2.371 -5.442
H -0.706 -1.464 -3.920
H -0.440 -2.750 -2.781
H -0.593 -3.132 -4.497
H 2.995 -3.594 -3.287
H 1.497 -4.443 -3.696
H 1.614 -3.584 -2.165
I -3.775 0.709 1.201
C -4.236 2.748 1.364
C -5.482 3.033 0.877
C -6.087 4.289 1.073
C -5.440 5.221 1.817
C -4.138 4.972 2.318
C -3.524 5.979 3.099
C -2.258 5.821 3.569
C -1.538 4.672 3.201
C -2.074 3.656 2.448
P -0.875 2.410 1.741
C -0.026 1.744 3.228
C -0.349 1.979 4.560
C 0.339 1.327 5.579
C 1.356 0.434 5.282
C 1.682 0.182 3.954
C 0.991 0.827 2.944
C 0.406 3.593 1.142
C 1.505 4.027 1.880
C 2.414 4.925 1.334
C 2.239 5.395 0.040
C 1.156 4.954 -0.711
C 0.251 4.053 -0.168
C -3.453 3.747 2.041
H -6.031 2.260 0.356
H -7.072 4.480 0.666
H -5.898 6.179 2.036
H -4.088 6.881 3.306
H -1.785 6.588 4.169
H -0.494 4.615 3.483
H -1.152 2.659 4.813
H 0.066 1.513 6.611
H 1.877 -0.084 6.077
H 2.452 -0.538 3.705
H 1.236 0.611 1.908
H 1.664 3.655 2.886
H 3.265 5.250 1.921
H 2.952 6.090 -0.388
H 1.024 5.296 -1.730
H -0.567 3.674 -0.768
F -4.089 1.480 -2.340
C -2.821 1.912 -2.306
F -2.806 3.031 -1.555
F -2.504 2.292 -3.567
C -1.811 0.833 -1.795
O -2.107 -0.338 -2.098
O -0.825 1.263 -1.176
```